Entry 1:
{
  "formula": "H80O40",
  "method": "ωB97M-V with the def2-TZVPD basis set",
  "symbols": ["H", "H", "O", "H", "H", "O", "H", "H", "O", "H", "H", "O", "H", "H", "O", "H", "O", "H", "O", "H", "H", "O", "H", "H", "O", "H", "H", "O", "H", "H", "O", "H", "O", "H", "H", "O", "H", "H", "O", "H", "H", "O", "H", "H", "O", "H", "H", "O", "H", "H", "O", "H", "O", "H", "H", "O", "H", "O", "H", "H", "O", "H", "H", "O", "H", "H", "O", "H", "H", "O", "H", "H", "O", "H", "H", "O", "H", "H", "O", "H", "H", "O", "H", "H", "O", "H", "H", "O", "H", "O", "H", "H", "O", "H", "H", "H", "H", "H", "H", "O", "H", "H", "O", "H", "H", "O", "H", "H", "O", "H", "H", "O", "H", "H", "O", "H", "H", "O", "H", "H"],
  "positions_angstrom": [[2.5628, 3.1661, 0.6542], [1.2735, 3.8864, 0.6863], [1.7040, 3.1154, 1.0795], [0.9089, -1.6672, -5.1428], [2.2831, -1.1231, -5.4851], [1.3636, -1.0900, -5.7603], [-2.5514, 2.0007, 0.0326], [-1.4904, 1.1166, -0.5946], [-1.6057, 2.0192, -0.2099], [-0.8966, 3.7132, 4.2489], [0.4124, 3.2459, 4.7533], [-0.0789, 4.0734, 4.6366], [-6.0348, 2.2606, 2.2429], [-5.1040, 1.7173, 3.4730], [-5.4763, 1.6020, 2.6282], [0.9646, -0.3760, -2.3224], [1.5253, -0.8803, -2.9158], [1.5750, 0.9205, 1.3911], [2.0991, 0.8910, 2.2032], [-1.7980, -2.5636, -1.6783], [-0.6623, -2.9845, -0.7715], [-0.8916, -2.9838, -1.6864], [4.7494, 1.6873, -2.0841], [4.8075, 1.9628, -0.5927], [4.6760, 1.2517, -1.2232], [2.9912, 1.1886, 5.4539], [2.5040, 1.6318, 3.9506], [3.2270, 1.3580, 4.5446], [-1.4346, -1.4498, -3.0110], [-2.5901, -0.5853, -2.7645], [-2.4031, -1.5066, -3.0401], [-0.1174, -0.6521, 0.0774], [-1.0552, -0.4524, -0.0578], [1.7004, 2.9101, -1.5002], [1.1026, 1.5273, -1.8555], [1.8559, 2.1059, -2.0083], [0.1672, -6.0598, -1.8199], [1.1479, -6.2382, -0.7367], [0.1895, -6.2041, -0.8594], [-5.0239, 1.0566, -1.5971], [-3.4708, 1.0723, -1.5782], [-4.2578, 1.3737, -1.1094], [-1.5640, 4.1891, -2.4609], [-0.8576, 3.4920, -1.1783], [-0.7604, 3.8759, -2.0743], [0.0621, -1.4172, 3.8407], [-0.7356, -0.1281, 3.0931], [-0.4253, -1.0231, 3.1180], [3.9889, -0.9864, -0.8352], [5.2707, -1.2989, -1.1143], [4.4155, -1.6110, -1.4912], [-3.2583, -1.5963, 1.0287], [-2.8400, -2.2968, 0.4422], [5.6376, -0.3861, 3.8147], [4.2454, 0.0232, 3.7906], [4.8480, -0.5676, 3.3072], [-3.5560, -4.3134, -0.8953], [-2.9667, -5.0802, -0.9554], [-3.5992, 5.9461, -0.6034], [-1.9390, 5.7976, -0.6240], [-2.8062, 5.6001, -0.9844], [2.1920, -0.5243, -1.2016], [2.5266, 1.0239, -0.7283], [2.3250, 0.0855, -0.5017], [-3.0549, 0.4687, 4.6538], [-4.2033, 1.2177, 5.3152], [-4.0080, 0.6474, 4.5770], [-2.2932, -3.9648, 3.4942], [-1.6104, -2.6680, 3.1911], [-2.3420, -3.0163, 3.7456], [-0.1395, 5.6224, 2.2480], [-1.4529, 4.8199, 2.5154], [-0.9173, 5.2343, 1.8236], [-2.8662, 2.1886, -4.6345], [-2.1955, 0.8072, -4.4546], [-2.9355, 1.2612, -4.8936], [3.1703, -0.7660, -4.4606], [4.0826, -1.2910, -3.2704], [3.9467, -1.3382, -4.2368], [2.9582, 4.9488, -2.5910], [1.5885, 5.2768, -1.9702], [2.2352, 4.5724, -2.0670], [-1.3387, -4.6658, -4.0731], [-0.6788, -4.5698, -2.6538], [-0.5234, -4.8415, -3.5820], [3.2918, 3.6674, 2.5273], [3.8120, 3.6518, 4.0555], [4.0312, 3.5706, 3.1387], [3.1608, -3.2025, 1.3987], [2.4014, -2.6444, 1.6047], [-0.1101, 1.3896, -3.0722], [-0.0983, 0.2911, -4.1446], [-0.6069, 0.6004, -3.3578], [-3.4348, -2.9335, 0.8800], [1.4972, -1.8491, -2.9045], [-2.3492, -4.7252, -1.6140], [2.9671, 1.1998, 1.9189], [-1.2432, -0.8338, 0.8228], [2.7865, -1.7701, 1.5315], [2.1446, -5.0405, 2.5444], [1.4317, -4.4711, 2.2109], [1.6611, -5.8763, 2.6310], [-1.6803, -4.6901, 1.5969], [-1.5030, -3.8025, 1.2671], [-1.9334, -5.1488, 0.7601], [4.9969, 1.1042, 1.3002], [5.6453, 0.3947, 1.4081], [5.5006, 1.8672, 1.3346], [1.3586, -3.6022, -4.3532], [0.6978, -3.9615, -4.8950], [2.3047, -3.6152, -4.4061], [-4.7525, 3.3226, 0.6089], [-5.1558, 3.1562, -0.2495], [-4.3538, 4.1810, 0.4660], [-4.9754, -1.6043, 1.6456], [-5.0897, -0.6941, 1.3132], [-5.7098, -1.6823, 2.2763], [-1.1152, 1.6971, 2.5032], [-1.3994, 1.6673, 1.5564], [-0.5149, 2.4454, 2.2784]],
  "atomic_forces_ev_per_a": [[0.6, -0.1, -0.3], [-0.4, 0.4, 0.1], [-0.4, 0.6, -0.2], [0.3, -0.3, 0.2], [-0.4, -0.5, -0.5], [-0.4, 0.7, -0.6], [0.1, 0.6, -0.1], [0.4, 0.6, 0.7], [-0.9, -0.4, -0.2], [0.1, 0.3, 0.2], [0.2, 0.3, 0.0], [-0.4, -0.7, -0.1], [0.1, 1.0, 0.4], [0.5, 0.7, 1.3], [-0.7, -2.0, -2.1], [-0.7, -1.1, -0.1], [1.1, 0.0, -0.6], [0.1, 0.0, 0.3], [-0.1, -0.5, 0.3], [1.1, -0.3, 0.0], [0.5, -0.1, 1.1], [-1.2, 0.0, -0.5], [-0.2, -0.2, 0.0], [0.0, -0.1, 0.2], [0.5, 0.4, -1.0], [-0.7, 0.1, 0.0], [-0.1, -0.5, 0.3], [0.8, 0.1, 0.1], [-0.1, -0.3, -0.2], [-0.3, -0.8, -0.3], [-0.1, 1.2, 0.1], [0.8, 0.6, -1.0], [1.1, -1.3, 1.2], [-0.2, 0.4, -0.4], [0.1, 0.3, 0.5], [-0.1, -0.6, -0.4], [-0.4, -0.2, 0.1], [-0.1, 0.0, 0.5], [0.5, 0.1, -0.7], [0.2, -0.2, -0.2], [-0.3, 0.1, -0.3], [-0.1, -0.2, 0.0], [-1.1, 0.2, 0.4], [-0.9, 0.3, -0.7], [2.0, -0.4, 0.1], [0.0, 1.0, 0.3], [0.4, 1.3, 0.9], [-0.3, -2.1, -1.6], [-1.0, -0.6, -1.1], [0.2, -0.8, -1.2], [0.8, 1.4, 2.3], [1.1, -0.3, -1.1], [-1.3, 0.5, 1.6], [0.6, -0.3, 0.0], [-0.6, 0.2, -0.4], [0.2, -0.4, 0.6], [-0.2, -0.2, 0.3], [-0.2, 0.6, -0.5], [0.2, 0.9, 0.9], [-0.4, 0.5, 0.9], [0.0, -1.3, -1.8], [0.3, -0.1, -1.6], [0.1, -1.3, -1.0], [-0.3, 0.4, 3.1], [-0.4, 0.0, -0.2], [0.0, 0.2, 0.6], [0.6, -0.3, 0.1], [-0.3, 0.7, 0.2], [-0.6, 0.4, 0.6], [0.7, -0.9, -0.6], [-0.1, -0.2, 0.2], [0.3, 0.2, -0.1], [-0.2, 0.0, -0.4], [0.2, -0.2, 0.0], [-0.2, 0.5, -0.1], [-0.2, -0.1, 0.1], [1.5, -0.3, 1.5], [-0.3, 0.1, 0.0], [-0.7, 0.4, -0.9], [-0.2, -0.1, 0.2], [-0.3, 0.2, 0.0], [0.5, 0.6, 0.0], [0.0, -0.1, 0.5], [0.1, 0.7, -0.8], [-1.1, -1.1, 0.1], [-0.5, 0.2, 0.7], [-0.8, 0.0, 0.4], [1.3, 0.1, -1.4], [-0.2, -0.3, 0.2], [0.3, 0.0, -0.4], [-0.5, 0.2, -0.4], [-0.2, 0.2, 0.6], [0.5, 0.3, -0.6], [0.5, -0.7, -0.5], [-0.8, 0.2, 0.5], [0.2, -0.4, 0.3], [0.4, -0.3, 0.0], [-1.1, 0.2, -0.2], [-0.2, 0.7, 0.1], [-0.9, -0.7, -0.1], [0.5, 0.3, 0.1], [0.4, 0.0, 0.1], [0.0, -0.6, -0.8], [-0.1, 0.2, 0.1], [0.2, 0.2, 0.7], [-1.1, -2.0, -0.2], [-0.6, 0.0, 0.2], [1.5, 2.7, 0.4], [1.0, 2.5, 2.8], [-0.1, -1.4, -1.3], [0.4, -0.5, -1.4], [-0.4, 0.4, 0.0], [0.2, -0.3, 0.0], [0.4, 0.3, 0.1], [-1.2, 0.7, 0.1], [0.1, -0.2, 0.2], [0.5, 0.0, 0.0], [0.3, 1.1, -1.2], [-0.4, -0.7, 0.4], [0.3, -0.4, 1.0]],
  "gap_ev": [2.3, 10.0],
  "s_squared": 0.751,
  "e_homo_ev": [-0.50, -8.30],
  "total_charge": -1,
  "e_above_lowest_kj_mol": 275.84,
  "total_energy_ha": -3057.447496,
  "spin_multiplicity": 2
}

Entry 2:
{
  "formula": "H80O40",
  "method": "ωB97M-V with the def2-TZVPD basis set",
  "symbols": ["H", "H", "O", "H", "H", "O", "H", "H", "O", "H", "H", "O", "H", "H", "O", "H", "O", "H", "O", "H", "H", "O", "H", "H", "O", "H", "H", "O", "H", "H", "O", "H", "O", "H", "H", "O", "H", "H", "O", "H", "H", "O", "H", "H", "O", "H", "H", "O", "H", "H", "O", "H", "O", "H", "H", "O", "H", "O", "H", "H", "O", "H", "H", "O", "H", "H", "O", "H", "H", "O", "H", "H", "O", "H", "H", "O", "H", "H", "O", "H", "H", "O", "H", "H", "O", "H", "H", "O", "H", "O", "H", "H", "O", "H", "H", "H", "H", "H", "H", "O", "H", "H", "O", "H", "H", "O", "H", "H", "O", "H", "H", "O", "H", "H", "O", "H", "H", "O", "H", "H"],
  "positions_angstrom": [[-1.2037, -3.5099, -2.6470], [-1.8611, -4.4464, -3.7404], [-1.0523, -3.9884, -3.4221], [-3.3062, 1.3375, 2.1421], [-1.9942, 2.2392, 2.3144], [-2.2419, 1.3350, 2.2459], [-4.9780, 1.0155, -0.9639], [-4.8636, 1.2921, 0.4834], [-5.1729, 0.6039, -0.1141], [0.2055, 0.7437, -6.9610], [-0.7446, -0.0452, -6.0818], [-0.6304, 0.6935, -6.5311], [-0.6283, -3.2303, 5.6627], [0.6864, -2.8183, 5.2088], [-0.0313, -3.2741, 5.0324], [1.9751, -0.2260, 1.8434], [2.5841, -1.0839, 1.7423], [0.2967, 0.4522, 2.1017], [1.0579, 1.0074, 1.6758], [0.7499, -0.9470, -4.5928], [0.3581, -0.8552, -3.2041], [1.0365, -0.6490, -3.7492], [-3.3009, -0.1653, 4.5476], [-2.1533, 0.7506, 3.9916], [-2.4511, 0.3504, 4.7883], [1.4804, 2.6550, -1.6611], [2.8563, 2.7707, -1.5913], [2.2262, 2.6206, -0.8798], [0.8692, 2.8647, -4.9733], [1.1352, 4.0274, -4.0281], [0.7062, 3.2317, -4.1639], [2.4470, -2.6565, -2.0697], [2.4610, -1.8184, -1.7434], [-3.6743, -4.0877, -1.8399], [-3.4999, -4.5020, -3.1885], [-4.2299, -4.4253, -2.5429], [2.5045, 1.1592, 4.5700], [3.6892, 2.0003, 4.8675], [3.1175, 1.1809, 5.3837], [2.3490, -2.1615, 4.4982], [2.6982, -0.7697, 5.2968], [2.8526, -1.4035, 4.5621], [3.9123, -0.9792, 0.6344], [3.6984, -1.6832, -0.7575], [4.2769, -0.9970, -0.2577], [6.1238, -1.2601, 0.3610], [5.5946, -0.7609, 1.8799], [6.3821, -1.0942, 1.2652], [0.8349, 4.2544, 1.5346], [-0.4802, 3.5570, 1.4803], [0.3239, 3.7133, 2.1435], [-3.4237, 1.2732, -2.5112], [-4.1539, 1.9354, -2.4112], [-2.2210, 0.4562, 0.3194], [-0.7200, 0.7173, -0.3066], [-1.5063, 0.1223, -0.2047], [-0.6961, 0.4369, 5.7097], [-0.2457, 0.1294, 6.3644], [1.1093, -4.9942, 2.6847], [0.5430, -3.6988, 3.1225], [0.5273, -4.6797, 3.2037], [-0.2453, -1.6201, 2.5705], [-1.3543, -0.5636, 2.0643], [-0.6438, -0.8189, 2.5141], [-5.2182, 1.6361, 3.3274], [-5.2421, 0.6031, 2.2124], [-4.6579, 1.1478, 2.7575], [4.2776, 2.2886, -3.4192], [4.3260, 2.4086, -4.6899], [3.5360, 2.4301, -4.0499], [-3.4222, -1.5095, -1.3396], [-3.2704, -2.1195, 0.2285], [-3.3963, -2.3827, -0.6661], [-2.5445, -1.2252, -2.4172], [-0.9936, -0.9369, -2.1791], [-1.6691, -1.0079, -2.9179], [1.0617, -1.2589, -1.2343], [0.0973, -1.0914, 0.0854], [0.1818, -1.2916, -0.9646], [-0.2391, -6.5360, 1.4673], [-0.1976, -5.9285, 0.0531], [-0.7322, -5.9450, 0.8407], [-1.2740, 4.9468, -0.2349], [-0.3884, 4.1369, -1.1175], [-1.0205, 3.9542, -0.3441], [-3.7687, -1.0237, 2.9067], [-3.5513, -2.3490, 2.0926], [-3.3064, -1.3932, 2.0847], [0.7634, -3.5669, -1.5640], [0.2986, -4.1028, -1.0572], [1.0314, 5.1202, -1.2491], [1.8998, 4.2539, -0.1998], [1.5279, 5.1479, -0.4994], [-3.8115, 2.8690, -2.5377], [2.8269, -1.2066, 2.6402], [0.5820, 0.4259, 6.6185], [0.8260, 1.9612, 1.7762], [2.6608, -1.2592, -2.5508], [-0.4598, -3.4959, -0.8189], [2.1137, 3.5136, 3.9332], [2.4897, 4.4235, 4.2073], [1.3311, 3.8387, 3.5709], [-2.5395, 3.4566, -4.8237], [-1.7226, 2.9748, -5.0834], [-2.7684, 3.0558, -3.9601], [2.2893, 0.9162, -5.9273], [2.2620, 0.8763, -4.9994], [3.1800, 0.4188, -6.1969], [5.2240, 1.2439, -2.6071], [4.9128, 0.6616, -1.9070], [5.9866, 1.8106, -2.2439], [-1.6788, 5.1521, -2.7950], [-2.3206, 4.9290, -3.6169], [-0.9204, 4.6756, -2.9386], [-6.1757, -2.4998, 0.8788], [-6.0487, -1.6494, 0.4534], [-5.2569, -2.8335, 0.7760], [4.1326, -3.4051, 2.2309], [3.9778, -2.6350, 2.7789], [4.8376, -3.3375, 1.5573]],
  "atomic_forces_ev_per_a": [[-0.9, 1.0, 1.7], [1.1, 0.8, 0.6], [0.0, -1.9, -3.0], [3.2, 0.3, 0.7], [0.3, 1.4, 0.0], [-2.5, -1.0, -0.7], [0.0, 0.2, -0.6], [0.1, 0.2, 0.0], [0.0, -0.2, 0.5], [1.1, -0.3, -0.1], [-0.5, -5.3, 3.1], [-0.7, 5.8, -2.9], [-4.2, 0.8, 4.8], [4.9, 3.6, 2.0], [-1.2, -3.5, -5.8], [1.7, -1.4, -0.8], [-1.9, 2.0, -0.6], [1.2, 1.1, -0.7], [-1.8, -0.3, 0.8], [-0.3, -0.3, -1.2], [-3.4, -0.9, 2.7], [4.0, 1.3, -1.9], [2.4, 1.5, 0.7], [0.2, 0.5, -1.7], [-2.7, -1.9, 1.4], [1.3, -0.4, 3.0], [1.5, 0.1, 0.3], [-2.6, -0.2, -3.5], [1.1, -1.3, -3.4], [1.7, 2.3, -0.1], [-2.8, -1.1, 3.6], [-0.2, -4.0, -1.5], [1.2, 3.7, -0.9], [-0.4, 0.5, 1.1], [-1.2, -0.2, -0.1], [1.1, -0.2, -1.0], [0.6, -0.3, 1.8], [-2.0, -3.3, 2.7], [1.1, 3.6, -4.4], [-1.8, -2.1, 0.6], [-0.1, -0.9, -0.6], [2.2, 2.7, -0.1], [-0.7, 0.1, 0.2], [1.2, 2.0, 1.4], [0.1, -1.3, -2.0], [-1.3, 0.3, -0.1], [2.4, -1.2, -2.8], [-0.7, 0.9, 3.4], [0.4, 0.4, -0.2], [1.9, 0.5, 1.6], [-2.9, -0.6, -2.2], [-0.3, 1.2, 0.0], [0.7, 0.5, -0.3], [0.0, 1.2, 0.6], [-1.5, -0.2, 0.6], [0.5, -0.2, -0.8], [-3.8, 3.4, -6.4], [2.0, -5.2, 6.8], [6.7, -3.4, -6.2], [-0.1, -1.5, 0.1], [-6.1, 4.2, 5.4], [0.7, -3.8, -0.4], [-4.8, 0.3, -3.1], [4.3, 3.2, 3.7], [-0.8, 1.0, 1.0], [-0.2, -0.2, -0.1], [-0.4, -1.3, -0.9], [-1.4, -0.4, 1.6], [-2.4, 0.3, -0.5], [3.1, 0.5, -1.4], [-0.3, -3.3, 3.9], [0.5, 1.4, 0.8], [-0.4, 1.8, -4.2], [3.0, 0.7, -1.8], [-1.3, -0.1, 0.0], [-1.8, -0.4, 1.4], [2.7, -0.1, 0.0], [0.4, -0.6, -3.9], [-3.0, 0.3, 4.0], [-0.8, 1.0, -0.8], [0.4, 0.3, -0.6], [0.3, -1.2, 1.3], [0.1, -2.3, 0.0], [-1.2, -1.2, 1.4], [0.3, 2.8, -0.8], [0.9, -0.8, -1.8], [0.3, 0.9, 0.4], [-1.4, -0.4, 1.5], [3.5, 3.7, -3.7], [-4.6, -2.9, 4.1], [-1.8, -0.6, -3.3], [-0.9, 1.2, -1.7], [3.3, 0.1, 4.9], [-0.3, -1.7, 0.6], [0.3, -0.2, 1.5], [2.0, 1.6, -0.2], [0.5, -0.6, 0.1], [-0.5, -0.6, 1.1], [1.3, -1.1, 0.2], [3.5, 2.2, 2.1], [-0.3, -2.3, -0.3], [-2.7, 0.1, -1.3], [0.2, -0.7, 0.3], [-0.6, 0.4, 0.2], [0.3, 0.0, -0.9], [2.7, -1.9, -3.7], [0.1, 0.0, 2.3], [-3.0, 1.7, 1.1], [2.5, 1.4, 0.6], [0.0, -0.2, 0.7], [-1.7, -1.7, -0.4], [-5.3, 1.9, -1.6], [2.6, 0.6, 2.4], [2.8, -2.1, -1.1], [1.2, -0.3, 0.1], [-0.3, 0.6, -0.2], [-1.0, -0.1, -0.1], [0.0, -1.5, -0.4], [0.8, 0.2, -0.5], [-0.5, 0.9, 1.0]],
  "gap_ev": [2.1, 9.9],
  "s_squared": 0.751,
  "e_homo_ev": [-0.72, -8.44],
  "total_charge": -1,
  "e_above_lowest_kj_mol": 960.36,
  "total_energy_ha": -3057.186777,
  "spin_multiplicity": 2
}